50
Properties=species:S:1:pos:R:3:mulliken_charge:R:1 method="wB97M-V/def2-TZVPD" largest_force_ha_per_bohr=0.078 smiles="O=C(NCCCC[C@H]1CN=C(c2c(O)cccc2F)N1)c1cccc(O)c1O" relative_energy_kcal_mol=7.9 energy_ev=-36475.15665
O 0.634 -1.664 1.021 -0.71
F -2.016 -0.646 0.007 -0.08
N -2.862 2.632 -2.427 -0.74
O 5.603 -1.031 4.343 -0.62
O 4.691 -0.804 1.878 -0.63
O -5.450 2.424 -1.623 -0.67
C 1.835 -1.488 1.178 0.75
C -2.683 1.478 -1.787 0.65
C -5.606 -0.381 0.707 -0.36
C 2.156 -2.045 4.860 -0.65
C -4.248 -0.828 0.715 -0.76
C 3.500 -1.736 5.133 -0.77
C -5.976 0.734 -0.016 -0.73
C 1.607 -1.905 3.589 -0.76
C -3.273 -0.180 -0.063 0.30
C 4.279 -1.328 4.092 1.73
C 3.796 -1.259 2.758 -0.13
C -5.031 1.327 -0.887 0.30
C 2.396 -1.558 2.513 -0.02
C -3.647 0.860 -0.937 0.12
N 2.601 -1.339 0.090 -0.07
N -1.454 0.954 -2.062 -0.19
C 2.105 -1.273 -1.284 -1.06
C 1.651 0.163 -1.619 -0.34
C 1.185 0.194 -3.068 -0.82
C -1.637 2.897 -3.191 -0.84
C 0.499 1.494 -3.534 -1.05
C -0.573 2.012 -2.556 0.28
H 5.809 -1.152 5.280 0.32
H 5.501 -0.629 2.400 0.39
H -4.628 2.713 -2.130 0.48
H -6.340 -0.845 1.372 0.34
H 1.491 -2.331 5.668 0.36
H -3.901 -1.648 1.329 0.44
H 3.913 -1.831 6.127 0.27
H -6.944 1.211 0.073 0.42
H 0.554 -2.124 3.363 0.47
H 3.561 -1.156 0.269 0.26
H -1.078 0.230 -1.460 0.28
H 1.209 -1.935 -1.411 0.32
H 2.917 -1.612 -1.999 0.29
H 0.868 0.489 -0.958 0.33
H 2.497 0.861 -1.487 0.28
H 0.461 -0.624 -3.276 0.36
H 2.066 0.054 -3.690 0.50
H -1.846 2.571 -4.209 0.34
H -1.376 3.932 -3.201 0.38
H 1.198 2.315 -3.659 0.41
H 0.072 1.264 -4.513 0.38
H -0.089 2.546 -1.716 0.25